No. 1
A cluster of 4 separate species, C34H65IN2O11 in total in a non-equilibrium geometry, computed with wB97M-V/def2-TZVPD.

```
! wB97M-V def2-TZVPD RIJCOSX def2/J DEFGRID3
* xyz 0 1
C 3.651 -0.696 1.567
C 3.948 -0.786 0.413
C 4.142 -1.254 -0.976
C 5.533 -0.839 -1.325
N 6.611 -0.485 -1.533
C 3.213 -0.413 -1.877
C 3.388 -0.631 -3.406
C 2.075 -1.072 -4.093
O 2.285 -2.208 -4.950
C 4.039 -2.816 -1.128
C 4.993 -3.276 -2.170
N 5.725 -3.593 -3.003
C 4.560 -3.478 0.179
C 4.980 -4.958 -0.025
C 6.520 -5.133 -0.106
I 7.243 -6.328 1.536
C 2.654 -3.343 -1.543
C 1.458 -2.861 -0.693
O 0.860 -3.883 0.068
C 1.285 -3.918 1.421
C 0.113 -4.058 2.395
H 3.318 -0.259 2.475
H 3.466 0.628 -1.678
H 2.157 -0.499 -1.630
H 3.612 0.340 -3.846
H 4.217 -1.281 -3.680
H 1.640 -0.272 -4.690
H 1.337 -1.392 -3.353
H 1.763 -2.926 -4.596
H 3.857 -3.379 0.995
H 5.476 -2.950 0.447
H 4.679 -5.472 0.886
H 4.466 -5.446 -0.850
H 7.038 -4.180 -0.124
H 6.780 -5.647 -1.025
H 2.524 -3.190 -2.611
H 2.691 -4.428 -1.416
H 1.679 -1.974 -0.098
H 0.685 -2.534 -1.398
H 1.940 -4.791 1.538
H 1.869 -3.049 1.731
H -0.148 -5.093 2.594
H 0.461 -3.646 3.347
H -0.737 -3.446 2.105
C 2.616 4.560 4.915
O 1.448 4.093 4.275
C 1.735 3.288 3.144
C 0.597 2.328 2.865
O 0.567 1.206 3.744
C 0.141 1.466 5.079
C -1.342 1.740 5.205
O -1.644 3.067 4.807
C -2.976 3.205 4.359
H 3.177 5.236 4.260
H 2.311 5.104 5.808
H 3.254 3.723 5.221
H 2.659 2.719 3.302
H 1.865 3.955 2.281
H 0.758 1.907 1.868
H -0.367 2.837 2.844
H 0.736 2.256 5.537
H 0.354 0.545 5.627
H -1.642 1.627 6.256
H -1.897 1.019 4.594
H -3.172 2.533 3.515
H -3.117 4.231 4.022
H -3.678 3.002 5.175
C 2.815 -2.632 -8.030
O 1.850 -3.597 -8.404
C 0.721 -3.600 -7.550
C -0.499 -4.130 -8.273
O -1.092 -3.192 -9.162
C -0.402 -2.928 -10.378
C -0.476 -4.059 -11.382
O 0.433 -5.095 -11.044
C 0.032 -6.349 -11.548
H 3.241 -2.865 -7.053
H 3.606 -2.648 -8.779
H 2.373 -1.629 -8.015
H 0.514 -2.589 -7.183
H 0.946 -4.254 -6.694
H -1.267 -4.331 -7.521
H -0.289 -5.075 -8.776
H 0.629 -2.626 -10.190
H -0.917 -2.068 -10.813
H -0.200 -3.680 -12.375
H -1.502 -4.444 -11.418
H -0.961 -6.620 -11.173
H 0.749 -7.091 -11.202
H 0.027 -6.345 -12.644
C -4.313 8.101 7.344
O -5.484 7.635 6.710
C -5.204 6.845 5.566
C -6.343 5.880 5.296
O -6.351 4.753 6.170
C -6.753 5.007 7.512
C -8.235 5.275 7.669
O -8.553 6.602 7.281
C -9.892 6.735 6.860
H -3.762 8.787 6.692
H -4.611 8.631 8.246
H -3.667 7.264 7.633
H -4.275 6.279 5.706
H -5.087 7.524 4.711
H -6.200 5.466 4.294
H -7.310 6.384 5.297
H -6.153 5.799 7.961
H -6.526 4.086 8.053
H -8.514 5.157 8.724
H -8.798 4.553 7.066
H -10.104 6.065 6.019
H -10.038 7.762 6.532
H -10.582 6.525 7.686
*
```

Values from the calculation:
- HOMO-LUMO gap (eV) = 9.41
- calculated total energy (a.u.) = -2568.99536
- SMILES = C#C[C@](C#N)(CCCO)[C@@](C#N)(CCCI)CCOCC.COCCOCCOC.COCCOCCOC.COCCOCCOC

***

No. 2
A cluster of 4 separate species, C34H66Br3ClF3IN5O2 in total in a non-equilibrium geometry, computed with wB97M-V/def2-TZVPD.

```
! wB97M-V def2-TZVPD RIJCOSX def2/J DEFGRID3
* xyz 1 1
C 2.618 3.950 4.408
C 2.457 5.185 3.514
O 1.120 5.582 3.296
C 0.357 4.660 2.567
C 0.598 4.679 1.031
C 1.764 3.883 0.522
C 2.852 4.314 -0.174
C 3.084 5.745 -0.563
C 4.114 6.470 0.358
C 3.796 7.942 0.608
F 2.940 8.017 1.655
Br 3.054 8.829 -0.968
C 5.116 8.701 0.975
F 5.762 7.996 1.902
F 5.864 8.762 -0.137
Br 4.784 10.516 1.537
N 3.675 3.223 -0.405
C 4.927 3.517 -1.108
C 5.677 2.321 -1.710
O 6.396 1.661 -1.009
Br 5.533 1.852 -3.577
C 3.154 2.101 0.122
C 3.808 0.752 0.073
C 3.025 -0.462 0.583
C 1.861 -0.983 -0.305
I 1.559 0.019 -2.173
N 2.010 2.527 0.642
Cl 0.837 1.580 1.422
H 2.274 3.070 3.842
H 3.655 3.747 4.673
H 1.950 4.032 5.267
H 3.038 5.081 2.590
H 2.931 6.020 4.042
H 0.402 3.644 2.968
H -0.687 4.960 2.703
H -0.312 4.388 0.500
H 0.815 5.716 0.772
H 2.128 6.260 -0.610
H 3.500 5.800 -1.573
H 5.077 6.446 -0.164
H 4.250 5.911 1.282
H 4.743 4.232 -1.911
H 5.603 4.027 -0.417
H 4.181 0.544 -0.929
H 4.713 0.829 0.690
H 3.746 -1.274 0.701
H 2.642 -0.273 1.586
H 2.069 -2.025 -0.551
H 0.926 -1.015 0.251
C -0.850 -3.679 -3.457
C 0.412 -4.529 -3.467
N 0.703 -5.136 -2.180
C 2.038 -5.707 -2.102
C 2.371 -6.889 -3.018
C -0.362 -5.942 -1.604
C -0.891 -7.125 -2.423
H -0.805 -2.922 -2.672
H -0.957 -3.164 -4.414
H -1.748 -4.281 -3.312
H 1.248 -3.876 -3.735
H 0.331 -5.275 -4.270
H 2.238 -5.996 -1.066
H 2.754 -4.905 -2.314
H 1.905 -7.811 -2.675
H 3.450 -7.060 -3.015
H 2.074 -6.709 -4.051
H -1.205 -5.281 -1.382
H -0.039 -6.305 -0.625
H -1.063 -6.863 -3.469
H -1.849 -7.453 -2.013
H -0.221 -7.982 -2.385
C -3.552 -1.471 6.929
C -2.740 -0.192 6.780
N -1.330 -0.431 6.527
C -0.508 0.758 6.667
C -0.741 1.918 5.689
C -1.025 -1.271 5.384
C -1.545 -0.827 4.012
H -3.126 -2.117 7.698
H -4.573 -1.225 7.224
H -3.610 -2.032 5.995
H -2.829 0.365 7.716
H -3.202 0.433 6.000
H 0.546 0.467 6.623
H -0.651 1.141 7.682
H -0.339 1.699 4.697
H -0.224 2.810 6.050
H -1.797 2.172 5.590
H -1.413 -2.273 5.584
H 0.059 -1.410 5.328
H -2.584 -0.499 4.043
H -1.493 -1.665 3.312
H -0.938 -0.023 3.592
C -6.254 -4.765 -3.365
C -5.226 -3.761 -3.865
N -5.246 -3.584 -5.305
C -4.095 -2.858 -5.812
C -3.923 -1.397 -5.379
C -6.528 -3.213 -5.881
C -7.199 -1.930 -5.376
H -6.143 -5.724 -3.873
H -6.115 -4.933 -2.296
H -7.275 -4.411 -3.508
H -4.237 -4.133 -3.581
H -5.367 -2.810 -3.328
H -4.097 -2.904 -6.904
H -3.195 -3.405 -5.510
H -4.624 -0.737 -5.889
H -2.919 -1.054 -5.642
H -4.040 -1.267 -4.302
H -7.223 -4.042 -5.722
H -6.423 -3.155 -6.967
H -7.172 -1.846 -4.288
H -8.250 -1.927 -5.672
H -6.747 -1.036 -5.803
*
```

Values from the calculation:
- HOMO-LUMO gap (eV) = 6.13
- calculated total energy (a.u.) = -10538.54574